Record 1
# C31H36Cl5CsF3N5O12P2S2

A structure of composition C31H36Cl5CsF3N5O12P2S2 at a distorted geometry (the ωB97M-V functional and the def2-TZVPD basis, the Open Molecules 2025 dataset).

Positions of all 97 atoms, in Å:
C1 -3.2855 -1.5986 0.0708
H1 -3.3619 1.7475 -2.3334
C2 0.6531 -1.9200 -1.7618
C3 -1.1122 3.7344 1.2998
C4 3.1679 0.5349 -2.4428
H2 -1.3158 7.1389 1.3095
O1 0.0560 -1.9730 4.9872
C5 5.4219 2.2398 2.6317
Cl1 -4.6429 -1.6333 3.8877
C6 -0.7920 5.0913 1.5592
C7 -5.5432 -2.5764 0.1152
S1 1.3355 3.1827 4.1602
H3 0.7932 -2.2144 -6.4987
H4 -2.1311 3.0242 -2.1357
C8 1.7233 -1.0423 -2.3077
H5 -0.0203 1.1764 0.2101
P1 1.3675 -2.8767 5.2933
H6 -2.4104 1.4635 1.1546
N1 -1.8685 1.3970 -0.8766
O2 3.8502 -0.5104 -5.7818
O3 2.5906 -2.1011 4.9532
H7 6.3923 1.9347 2.2647
H8 1.1161 -2.7600 -4.0421
C9 3.1102 -0.0539 -3.6851
H9 4.3163 1.4374 0.9588
C10 4.0628 3.3732 4.2068
F1 3.3627 3.6219 6.4732
H10 3.7912 1.3673 -2.1410
H11 -2.8928 0.7766 -5.4962
N2 3.9032 0.2127 -4.8095
H12 -1.2588 -3.2910 3.0361
C11 -2.8530 0.1250 -6.3689
H13 -4.0026 4.3186 -0.5021
O4 -1.3482 -1.8581 -4.6151
C12 -4.5596 -1.8318 2.1761
H14 -0.0797 2.5507 -0.8922
H15 0.7001 -1.9674 -0.6796
O5 1.1565 -3.4704 6.6454
C13 1.7493 -2.0563 -4.5915
H16 -1.7454 1.4961 -3.0046
O6 0.8536 -5.1946 1.5054
H17 0.0438 0.8622 -1.5681
C14 -2.3069 1.9489 -2.1744
H18 0.1211 5.3225 2.1052
C15 -0.3656 1.4929 -0.7668
C16 -2.2650 3.4975 0.5366
F2 5.1465 4.6549 5.8340
C17 -4.4203 -2.1664 -0.5786
C18 -2.7661 5.8393 0.3831
C19 -1.4108 -0.2515 -6.6723
H19 -0.3567 -5.3454 4.6350
H20 6.1711 3.2984 4.3613
C20 4.2623 1.9608 1.9170
H21 0.7334 -2.9463 -2.1284
O7 2.6710 -4.3748 3.5023
P2 0.5708 -3.7789 2.1961
O8 -0.2975 0.3312 -4.3614
H22 -2.0869 0.3702 -0.8222
H23 -0.8546 0.6308 -6.9957
C21 2.8824 2.9492 3.5138
S2 -0.5737 -0.8045 -5.1993
O9 4.6424 1.1825 -4.7350
O10 0.9686 -2.5764 1.4429
H24 -3.3494 6.6787 0.0402
N3 3.0357 2.2839 2.3308
H25 -3.4324 -0.7693 -6.1257
Cl2 -2.1108 -0.7708 2.3670
H26 0.7971 -6.3012 3.7403
C22 -5.6282 -2.4211 1.4980
H27 -3.7042 1.9079 -0.0030
C23 -1.6049 6.1093 1.1044
C24 -3.1003 4.5398 0.0844
C25 0.9997 -1.4439 -5.7436
F3 3.2369 5.3682 5.1262
C26 -3.4209 -1.4678 1.4995
H28 2.6218 -2.5851 -4.9980
H29 -0.3376 -1.5938 -2.0742
Cl3 -4.3390 -2.2355 -2.3009
C27 0.6943 -5.4638 4.4205
C28 1.2874 -4.1749 3.8827
N4 2.3153 -0.0933 -1.6160
H30 1.2055 -5.6648 5.3777
O11 -1.0001 -3.9494 2.3647
H31 -3.3265 0.6370 -7.2030
C29 -2.6568 2.0617 0.2739
H32 -0.4005 -1.8590 5.8282
Cl4 -6.8436 -3.3194 -0.7361
Cl5 -7.0217 -2.9834 2.3958
H33 1.5686 -0.6238 -6.1992
H34 -1.3340 -1.0336 -7.4390
C30 5.3159 3.0030 3.7792
Cs1 1.1332 0.1638 3.0773
O12 -2.2630 -1.2075 -0.5679
C31 3.9120 4.2367 5.4157
H35 1.6969 -5.4934 1.8557
N5 2.1773 -1.1012 -3.5872
H36 3.1175 -3.5465 3.7738

Properties
ΔE to the lowest compared entry with this formula, charge and spin (eV): 1.024
Total charge: -2

Löwdin atomic charge list, values in e, 2 entries: -0.484, 0.095

=====

Record 2
# C31H36ClO4S

A cluster of 2 separate species, C31H36ClO4S in total at a distorted geometry (the ωB97M-V functional and the def2-TZVPD basis, the Open Molecules 2025 dataset).

Positions of all 73 atoms, in Å:
C1 4.2037 0.9748 -1.7119
C2 6.4492 -0.6365 -1.7111
C3 -0.1842 -4.9078 7.0198
H1 5.5290 2.6230 -1.7126
H2 -4.8957 -0.5473 0.4485
H3 -2.4993 5.2044 -0.4207
C4 -5.4322 -0.2742 -2.9654
C5 0.7223 -3.3806 5.4286
H4 -5.5596 0.8079 -2.9651
C6 4.0469 -0.4260 -1.7100
H5 -0.3300 5.1704 -1.7134
H6 -0.2321 -5.1945 4.8954
H7 -3.5890 3.8187 -0.4618
O1 2.1270 -1.8434 3.7848
C7 -3.2774 -0.0632 -1.7085
C8 7.9587 2.6747 -1.7145
H8 0.1700 3.7369 -0.8312
C9 -4.5645 -2.2624 -1.7136
H9 -3.5878 3.8146 -2.9639
H10 1.6664 0.7178 -1.7079
C10 0.8998 -2.9152 7.7586
C11 -0.7982 1.2807 -1.6895
C12 -1.8311 3.5778 -1.7105
C13 2.7629 -1.0495 -1.7022
H11 7.4796 3.0675 -0.8171
H12 9.0063 2.9755 -1.7140
H13 -4.0377 -2.6253 -0.8316
C14 -2.5412 4.1164 -0.4587
C15 -3.2145 1.3960 -1.7092
C16 -0.4337 -2.1160 3.2297
H14 3.3349 1.6076 -1.7089
C17 1.1420 -2.5620 6.4470
S1 1.0754 -2.9234 3.7284
H15 7.3372 -1.2426 -1.7068
C18 6.6046 0.7620 -1.7154
C19 1.5956 -0.3491 -1.6978
C20 -2.5403 4.1130 -2.9648
C21 -0.3698 4.0816 -1.7130
C22 -4.6597 -0.7238 -1.7128
O2 1.1928 -4.2466 3.0148
C23 -5.4309 -0.2738 -0.4602
H16 -2.0792 3.7220 -3.8710
C24 -0.8451 -0.1455 -1.6843
H17 5.1135 -2.2843 -1.7039
C25 -1.9103 2.0474 -1.7046
C26 5.4412 1.5510 -1.7140
C27 0.2424 -4.0926 8.0466
H18 -2.4994 5.2011 -3.0039
O3 7.8900 1.2683 -1.7202
C28 0.3143 -0.9049 -1.6851
H19 -4.9001 -0.5498 -3.8753
C29 5.2115 -1.2126 -1.7092
H20 -0.6898 -5.8322 7.2403
H21 1.6836 -1.6636 6.1992
H22 0.1660 3.7362 -2.5970
H23 -1.2733 -2.0328 3.8830
H24 7.4779 3.0753 -2.6075
H25 -2.1508 -1.8484 -1.7001
H26 -5.5566 -2.7124 -1.7112
C30 0.0603 -4.5514 5.7092
H27 -2.0827 3.7249 0.4485
H28 -4.0427 -2.6243 -2.5989
H29 0.1581 1.7614 -1.6852
O4 -4.2435 2.0637 -1.7116
H30 1.2436 -2.2795 8.5558
H31 -6.4206 -0.7279 -0.4259
H32 2.7145 -2.1238 -1.6956
Cl1 -0.5098 -1.4750 1.6557
H33 0.0667 -4.3771 9.0714
H34 0.2291 -1.9760 -1.6817
H35 -5.5579 0.8083 -0.4625
C31 -2.1242 -0.7745 -1.6957
H36 -6.4221 -0.7283 -2.9972

Properties
Total charge: -1

Löwdin atomic charge list, values in e, 2 entries: -0.012, -0.007

=====

Record 3
# C31H36CuN5O4SSi

A structure of composition C31H36CuN5O4SSi (the ωB97M-V functional and the def2-TZVPD basis, the Open Molecules 2025 dataset).

Positions of all 79 atoms, in Å:
H1 -2.5741 -3.7559 3.4772
C1 2.2035 -0.4341 -7.0664
C2 -2.1586 -3.1680 2.6593
H2 2.3351 0.2500 -7.8981
C3 3.7377 -2.0609 0.7421
C4 1.8577 0.0598 -5.8135
H3 1.7247 1.1301 -5.6904
H4 -2.1192 -0.5158 5.1819
C5 2.1648 4.4356 -2.8079
H5 -3.8073 4.0295 -1.2583
H6 -5.3807 3.2921 3.3706
H7 -1.2226 0.4525 -3.2134
H8 3.8359 1.3707 1.3405
C6 -3.1614 3.8145 -0.3967
C7 4.3967 -0.6705 0.8463
H9 -2.9555 -4.4174 1.0754
C8 -2.3895 -3.5377 1.3456
N1 -1.2225 -1.5614 0.6979
C9 2.2580 -1.0406 -1.8033
H10 4.1922 -2.6305 -0.0753
C10 3.0959 3.5297 -3.3026
C11 -3.6119 0.9970 4.8097
C12 2.2282 -1.9036 0.4979
H11 -2.1040 -2.7881 -0.6660
H12 2.1887 -2.1165 -2.0139
H13 -0.8347 2.8001 2.8395
S1 0.1972 0.2927 3.6729
H14 3.3053 -0.7597 -2.0509
O1 -2.2937 2.7343 -0.6614
C13 -1.9064 -2.6472 0.3939
O2 0.4678 -0.6378 4.7505
H15 -2.5590 4.7056 -0.1916
H16 5.2142 -0.6889 1.5734
H17 0.1891 4.6753 -1.9930
H18 2.6744 1.1027 -0.6835
O3 -3.7377 1.3812 0.4356
H19 -3.0939 3.8020 2.9877
H20 2.6479 -2.1885 -8.2302
Cu1 -1.3373 -0.0042 -0.6863
H21 1.7971 -2.8327 0.1106
H22 4.0759 3.8732 -3.6170
H23 2.9070 0.1595 2.1844
C14 -2.3437 0.4394 4.7281
C15 1.8542 -2.1494 -4.9319
C16 2.2014 -2.6573 -6.1780
H24 -1.0845 -1.2896 -2.9455
C17 -0.9147 -1.3510 2.0204
C18 -0.6868 -0.3116 -2.6310
C19 1.5198 1.7030 -2.9800
H25 3.5130 1.4825 -3.7612
H26 3.9032 -2.6380 1.6582
C20 2.3794 -1.7983 -7.2547
C21 -2.6732 1.4130 -0.1465
C22 2.2863 0.4927 0.1352
H27 -0.3736 2.2930 -2.1307
N2 -1.4489 -2.1114 3.0114
C23 -1.3485 1.0935 4.0168
H28 -5.8977 2.0042 4.2344
C24 0.5972 2.6322 -2.4852
H29 -3.8069 3.6032 0.4585
H30 -4.4007 0.4753 5.3431
C25 1.6746 -0.7792 -4.7094
C26 0.9177 3.9820 -2.3984
C27 -2.8779 2.8697 3.4980
Si1 1.0655 -0.1430 -2.9940
N3 -0.0648 -0.3434 2.2436
H31 1.7193 -1.6984 1.4423
H32 2.3317 -3.7262 -6.3092
H33 1.7112 -2.8465 -4.1108
N4 -5.2056 2.7390 4.1983
C28 -1.6149 2.3156 3.4144
O4 1.1729 1.3441 3.4822
N5 1.9128 -0.8242 -0.4095
C29 -3.8970 2.1973 4.1658
C30 2.7702 2.1814 -3.3825
H34 4.8436 -0.4015 -0.1183
C31 3.3643 0.3926 1.2194
H35 1.4073 0.9963 0.5402
H36 2.4157 5.4881 -2.7316

Properties
Total charge: -2

Löwdin atomic charge list, values in e, 2 entries: 0.092, -0.115

=====

Number 1: frontier orbital gap 3.795 eV. Number 2: frontier orbital gap 3.316 eV. Number 3: frontier orbital gap 5.313 eV.